C15H13ClFeNO3 as an isolated structure in a non-equilibrium geometry, computed with the ωB97M-V functional and the def2-TZVPD basis.

Molar mass in g/mol: 346.6
Net charge: +1
HOMO level (spin up / spin down) in hartree: -0.3518 / -0.4378
2S+1: 5
Total energy in Eh: -2583.30454
LUMO (spin up / spin down) in eV: -3.470 / -5.594
Expectation value of S²: 6.0924

Structure (XYZ):
```
34
C15H13ClFeNO3 | the OMol25 dataset | the ωB97M-V functional and the def2-TZVPD basis
O -2.485 3.637 0.638
C -1.691 3.220 1.386
Fe -0.669 2.308 2.433
C -0.821 3.514 3.687
O -1.483 4.184 4.388
C -1.978 1.161 2.866
O -3.039 0.674 2.962
C 0.111 0.692 -0.340
C 0.683 2.105 -0.509
C 0.621 2.882 0.827
C 1.348 2.255 1.912
C 0.916 0.912 2.092
C 0.197 0.257 1.018
H -0.882 0.558 -0.818
H 1.745 2.025 -0.833
H 0.131 2.604 -1.336
H 0.711 3.977 0.692
H 2.023 2.800 2.591
H 1.203 0.358 2.999
H -0.208 -0.740 1.230
Cl -0.374 -6.321 -1.902
C -0.086 -4.625 -1.941
C -1.151 -3.727 -2.085
C -0.909 -2.347 -2.127
C 0.388 -1.877 -1.991
N 0.625 -0.465 -1.842
C 1.457 -2.758 -1.866
C 1.222 -4.135 -1.855
H -2.162 -4.124 -2.171
H -1.751 -1.651 -2.198
H 1.614 -0.233 -1.808
H 0.168 0.105 -2.568
H 2.477 -2.385 -1.743
H 2.048 -4.840 -1.788
```


C5H11ClNPtRh as an isolated structure in a non-equilibrium geometry, computed with the ωB97M-V functional and the def2-TZVPD basis.

Molar mass in g/mol: 418.6
Energy above the lowest of the compared OMol25 structures with the same formula, charge and spin in kcal per mole: 11.76
Net charge: -2
HOMO level (spin up / spin down) in hartree: 0.0593 / -0.0492
2S+1: 7
Total energy in Eh: -941.60343
LUMO (spin up / spin down) in eV: 5.132 / 5.010
Expectation value of S²: 12.0149

Structure (XYZ):
```
20
C5H11ClNPtRh | the OMol25 dataset | the ωB97M-V functional and the def2-TZVPD basis
Rh -0.466 0.787 1.193
Cl -0.613 3.193 1.269
C -1.764 -0.458 2.024
H -1.218 -0.993 2.809
H -2.247 -1.180 1.371
H -2.534 0.179 2.471
Pt 0.753 -0.618 -1.574
C 2.523 0.328 -1.653
C -0.824 -0.330 -2.818
C 0.155 -0.999 0.338
H -1.432 -1.240 -2.924
H -1.406 0.481 -2.353
H -0.416 -0.010 -3.787
H 3.347 -0.317 -1.310
H 2.687 0.658 -2.689
H 2.408 1.199 -0.983
H -0.579 -1.827 0.406
H 0.961 -1.171 1.089
N 0.545 1.266 4.104
C 0.119 1.054 3.018
```


C28H25AuCl5NO as an isolated structure in a non-equilibrium geometry, computed with the ωB97M-V functional and the def2-TZVPD basis.

Molar mass in g/mol: 765.7
Energy above the lowest of the compared OMol25 structures with the same formula, charge and spin in kcal per mole: 0.00
Net charge: 0
HOMO level (spin up / spin down) in hartree: -0.2413 / -0.2773
2S+1: 3
Total energy in Eh: -3648.44472
LUMO (spin up / spin down) in eV: 0.461 / -1.845
Expectation value of S²: 2.0166

Structure (XYZ):
```
61
C28H25AuCl5NO | the OMol25 dataset | the ωB97M-V functional and the def2-TZVPD basis
C 2.265 0.072 0.844
C 2.315 -0.628 -0.401
C 1.894 0.252 -1.431
H 2.688 -1.637 -0.540
C 1.544 1.510 -0.836
C 1.818 1.415 0.579
H 1.361 2.433 -1.380
C -1.330 -1.574 1.242
C -0.215 -2.313 0.736
C -0.325 -2.356 -0.694
H 0.529 -2.846 1.329
C -1.444 -1.564 -1.088
C -2.059 -1.053 0.115
H 1.964 0.049 -2.499
H 1.848 2.246 1.275
H 2.632 -0.310 1.790
H -3.006 -0.536 0.121
H 0.313 -2.899 -1.379
H -1.661 -1.532 2.285
Au -0.106 0.161 0.234
C -2.002 -1.348 -2.477
C -3.512 -1.602 -2.463
C -1.302 -2.274 -3.476
H -3.713 -2.623 -2.125
H -3.901 -1.466 -3.471
H -4.022 -0.897 -1.803
H -1.483 -3.319 -3.199
H -0.221 -2.092 -3.501
H -1.707 -2.093 -4.474
C -1.682 0.123 -2.848
C -2.206 0.636 -4.187
H -0.585 0.218 -2.845
H -2.059 0.821 -2.079
O -3.127 0.139 -4.817
N -1.567 1.754 -4.666
C -0.423 2.453 -4.092
H -1.971 2.152 -5.507
C 0.900 1.863 -4.543
C 2.079 2.497 -4.161
H 1.997 3.399 -3.552
C 3.318 1.992 -4.554
H 4.228 2.502 -4.237
C 3.378 0.848 -5.354
H 4.346 0.459 -5.678
C 2.204 0.208 -5.752
H 2.223 -0.680 -6.381
C 0.959 0.718 -5.350
H 0.039 0.245 -5.680
H -0.493 2.456 -2.991
H -0.482 3.514 -4.379
Cl 0.496 -0.235 3.434
C -0.497 1.100 2.995
C -0.801 1.381 1.667
C -1.517 2.483 1.258
Cl -1.795 2.806 -0.433
C -2.005 3.366 2.228
Cl -2.884 4.740 1.720
C -1.739 3.093 3.594
Cl -2.329 4.171 4.781
C -0.989 1.959 3.982
Cl -0.655 1.629 5.620
```